[1]
Density functional theory data (the ωB97M-V functional and the def2-TZVPD basis) for a molecular structure, C39H39N13OPS3Tl.

Output
- HOMO level: -2.42 eV
- E: -108982.0168 eV
- ΔE to the lowest compared entry with this formula, charge and spin: 0.0 kcal/mol
- Net charge: -2
- LUMO energy: 0.1398 Ha
- Spin multiplicity: 1

Structure (XYZ):
```
97
Properties=species:S:1:pos:R:3:forces:R:3
H 1.96363 -1.68979 -6.04072 0.0026 -0.0225 -0.0264
H -0.91218 -5.81246 -0.79423 0.0054 -0.0130 -0.0052
C 5.07653 1.98526 3.51839 0.0154 0.0002 0.0120
C 1.39324 -1.66412 5.11931 -0.0662 -0.0269 -0.0125
N -3.97696 2.99268 1.57213 -0.1319 0.0632 -0.0538
H -4.68137 3.50689 2.07423 0.0057 -0.0412 -0.0091
C -1.67527 -0.56765 -1.75066 -0.0986 0.5634 -0.2103
H 0.07910 -1.84353 -0.32330 0.0470 -0.0470 -0.0347
H 0.01001 -5.01490 -2.07843 0.0081 0.0136 -0.0222
C -1.65418 -3.63710 0.46041 -0.0371 -0.0479 -0.0150
C 1.60636 2.20524 -1.94046 -0.0275 0.0122 0.1903
C 3.31543 3.36134 4.37546 -0.0504 0.0078 0.0020
O -3.31184 4.09858 -3.09242 -0.0443 0.1554 0.0241
H 4.93388 -2.54807 -1.41218 0.0040 -0.0098 -0.0108
N -0.75027 2.58213 2.71674 0.6597 -0.0376 0.2475
H 1.65885 4.18244 -1.96477 -0.0243 0.0059 0.0533
H 2.97031 4.17203 5.00460 0.0180 0.0241 0.0221
H 2.78884 -0.43224 4.05938 -0.0362 -0.0451 0.0151
C 4.29936 -1.94157 -0.77673 0.0224 -0.0635 -0.0088
C -0.44324 -0.92917 3.07097 -0.0390 -0.0507 -0.0059
H -2.47214 -2.16855 -5.17693 -0.0137 -0.0126 -0.0160
C 3.35662 -2.53826 0.04327 0.0213 -0.0240 -0.0202
N -4.66855 0.25200 -0.43770 0.0660 -0.2112 -0.0385
H 0.63496 -1.11472 -5.01795 -0.1029 -0.0317 0.0407
C -4.47768 1.95900 0.80268 -0.0705 0.1261 0.1337
N 0.99080 1.14275 -1.52762 -0.0642 -0.1489 -0.0438
H -2.86042 1.08743 -2.43612 0.0342 -0.0381 0.0147
C 4.15116 1.28642 2.75546 0.2367 -0.0609 0.0422
N -0.57665 -3.79078 -0.49279 0.0242 -0.0051 0.0157
P 1.52758 0.72629 1.78844 -0.1884 0.0353 -0.0983
H 4.49538 0.46803 2.13080 0.0025 0.1548 0.2137
H -1.41794 -2.84348 1.16340 0.0614 -0.1821 -0.0947
C -2.75268 2.96615 2.20597 -0.3687 0.1559 0.0763
N -5.84681 0.69628 -0.18013 -0.1625 -0.0035 -0.0104
H -4.75738 4.56786 -4.38564 -0.0005 -0.0009 -0.0227
H -0.21967 -2.77126 5.96785 -0.0081 -0.0146 0.0140
H -3.42922 -0.98768 1.43902 -0.0371 0.0063 -0.0218
H 2.63677 -1.72641 -3.62106 -0.0367 -0.0083 -0.0149
H -2.62013 -3.38960 -0.01164 0.0100 0.0190 0.0016
C -1.41520 -0.65243 2.05707 0.1849 0.1472 0.0456
C -1.15999 -1.82374 -2.05348 0.0764 -0.0578 0.0887
N -2.54559 3.58867 3.36270 0.0148 -0.1319 -0.1674
C 2.80028 1.61705 2.78698 -0.0439 0.1026 -0.1068
H -1.77672 -4.56763 1.02073 -0.0184 -0.0285 0.0007
H 1.60678 0.03969 -5.91909 -0.0020 0.0309 -0.0148
C -2.05790 3.67419 -2.81610 0.0474 -0.4309 -0.0459
C 1.64316 -0.89721 -5.36212 0.0151 -0.0083 -0.0661
N -5.77950 1.78408 0.61153 0.1181 0.0771 0.0261
C -2.76643 -0.46103 -3.90322 -0.0196 -0.0177 0.0093
H -3.72682 3.20071 -4.91446 0.0064 0.0345 -0.0031
C 2.54895 -1.75969 0.86425 -0.0368 -0.0010 -0.0740
C 0.11309 -2.12504 5.16279 0.0498 0.0222 0.0080
H -4.06421 -2.36900 3.34920 -0.0242 -0.0111 -0.0049
H 3.23333 -3.61425 0.04748 0.0174 -0.0241 -0.0016
H 2.11168 -1.93381 5.88359 0.0093 -0.0039 0.0195
N -1.26019 3.31698 3.64293 0.0430 0.1423 0.1703
H 1.82132 -2.24435 1.50343 -0.0104 -0.0023 0.0098
N 1.29611 0.03581 -2.26697 0.1520 0.0313 0.0217
C 2.13850 0.26268 -3.20684 0.0289 -0.1812 -0.0395
H 0.57397 3.51445 -0.90201 0.1679 -0.0255 -0.0910
S -1.02029 3.24675 -4.07307 0.1387 0.1617 0.1124
C -0.82624 -4.89564 -1.38453 0.0572 -0.0235 -0.0768
H 5.13948 -0.07424 -1.43878 0.0097 -0.0060 0.0026
C -2.13531 -2.28610 4.24610 0.0024 0.0049 -0.0072
H -2.38973 -2.91160 5.09446 -0.0049 -0.0240 0.0160
C 0.90676 -0.43866 3.07518 -0.0087 0.0447 -0.0391
C -2.67773 -1.17950 2.19516 -0.0328 0.1475 0.1680
S 2.65701 1.91698 -3.28725 0.0368 0.0082 -0.0755
H -3.09897 4.85190 -5.01645 -0.0115 -0.0013 -0.0104
C -2.26553 -1.71618 -4.21358 0.0216 0.0308 0.0025
S -1.78974 3.53663 -1.14822 0.1255 0.1188 -0.0474
N 1.51384 3.41553 -1.32128 -0.2667 0.2966 0.0191
H 3.66620 1.29701 -0.04180 -0.0208 0.0231 -0.0049
N -1.66090 2.35174 1.77140 -0.0675 -0.2337 -0.5711
C 2.39072 2.66998 3.60657 0.2414 -0.0596 -0.0344
H -1.02205 -3.32826 -3.57710 -0.0053 -0.0668 0.0073
C 1.77501 -0.81282 4.06744 0.0660 -0.0071 0.1011
C 2.64710 -0.37361 0.84793 -0.0149 -0.1618 0.0044
C 2.59039 -0.78441 -4.17138 0.0621 0.0021 0.0195
C 3.58913 0.21625 0.00123 -0.0995 -0.0153 -0.2016
C -2.46534 0.10753 -2.67622 -0.0881 -0.0473 -0.0445
C -0.81909 -1.77311 4.15804 -0.0354 -0.1115 0.0893
C -3.73945 4.18363 -4.43909 -0.0425 -0.0241 -0.0324
H 1.35194 2.93960 3.63745 -0.3536 0.0725 -0.0042
H -3.38090 0.08306 -4.61003 0.0089 -0.0054 -0.0255
H 0.74253 -2.71312 -1.67816 0.0253 -0.0281 -0.0425
C -0.18498 -2.53309 -1.12843 0.0483 0.0220 0.0056
H 3.60403 -0.55718 -4.51242 0.0148 -0.0135 0.0192
Tl -1.37851 0.51825 0.12243 -0.4147 -0.0223 0.6872
C 4.41818 -0.55587 -0.78837 0.0115 0.0089 -0.1022
H 5.38277 3.57424 4.92987 -0.0109 0.0009 0.0025
C -3.05178 -1.98872 3.28718 -0.0253 0.0493 -0.0049
H -1.75037 -4.79350 -1.97481 -0.0233 0.0073 -0.0018
C -1.46577 -2.38042 -3.29703 0.0822 -0.0328 -0.0451
H 6.12281 1.70638 3.47271 0.0195 0.0083 0.0177
N -3.75584 1.04060 0.17564 0.1119 -0.0242 -0.0411
C 4.66177 3.02637 4.33378 0.0304 0.0407 0.0300
```
Forces are in eV/Å.

[2]
Density functional theory data (the ωB97M-V functional and the def2-TZVPD basis) for 4 unconnected molecules or ions with the total composition C39H39N4O3.

Output
- HOMO level: -12.58 eV
- E: -53150.7863 eV
- Net charge: +3
- LUMO energy: -0.3241 Ha
- Spin multiplicity: 1

Structure (XYZ):
```
85
Properties=species:S:1:pos:R:3:forces:R:3
H 3.50096 0.71981 -1.06261 0.2520 -0.0419 0.2049
C -2.89191 -0.73990 1.01399 -1.0679 0.4490 -0.0956
H -0.16139 -2.34517 -3.13456 -0.0566 -0.0060 -0.2909
H -3.18115 -2.86696 -8.69566 -0.1465 0.0226 -0.3767
C -5.40959 -4.79895 1.06261 -0.6630 -0.1119 0.4773
C 0.76677 -0.90896 1.56507 0.1691 0.7638 -2.1237
C 3.38943 -0.35785 -1.09472 -0.4046 -0.9903 -0.5326
H 0.58278 -0.60322 2.60597 -0.0884 0.3475 -0.0407
H -2.24220 -1.91881 -9.89651 0.1613 0.1460 0.1449
H 2.80323 -0.74336 -0.26414 -0.0392 0.4742 0.1336
C -4.47533 -2.62026 0.75238 -0.3494 -1.0085 0.2558
H -5.42441 1.22912 3.09955 0.1803 -0.0357 0.3045
C 0.15517 -0.80356 -6.86618 0.2523 0.1713 -1.5157
C 4.42185 1.61921 3.38282 0.2259 -0.6901 -0.2436
H -3.98932 -2.19631 -1.27760 -0.0978 -0.1469 -0.1866
H -4.12190 2.97591 3.17277 0.0068 0.1361 -0.1139
H -5.04057 -6.60374 -1.57353 -0.1853 -0.4076 -0.0482
C 2.81055 2.14555 1.68355 -1.0381 0.5459 1.0811
C 0.27580 -1.67730 -5.80332 0.1031 0.5478 0.3110
H 5.18015 0.90021 3.66881 -0.1421 0.1641 0.7578
H -4.90724 -3.42490 2.67694 -0.3533 -0.3543 0.0811
C 2.28565 -0.58903 -4.67314 1.1520 0.8811 -0.1157
H 3.64312 0.17013 2.03451 -0.1042 -0.0414 0.0072
C -3.24358 2.54916 2.70545 0.5975 -0.3335 -0.3189
H -4.65165 -4.38508 -2.13217 -0.0177 -0.5035 0.0727
H 2.05491 1.99913 0.92112 0.3061 -0.9815 -0.1471
N -1.38011 -2.22306 -7.92209 -0.9561 -0.7076 -1.0140
H 2.10971 4.15907 1.74255 0.0400 0.0762 0.0401
H 4.29466 -0.95526 -1.19632 0.3370 0.5219 0.2390
N 2.61667 -0.70167 -2.32895 -1.0812 -0.1828 -0.0058
H -1.92752 -3.99566 -6.88109 -0.2697 0.1351 -0.5415
H 0.75884 0.08772 -6.97953 -0.1122 0.1122 0.3960
C -2.19642 -2.66169 -9.10897 -0.0812 -0.2998 0.9409
C -1.37252 -3.06993 -6.87149 1.4809 0.0248 0.4560
H 2.72345 -0.18305 -5.57610 -0.2716 -0.1955 -0.2144
H -2.41808 2.47129 3.41153 -0.1363 0.0421 0.1367
C -2.62509 0.54579 1.48803 0.2338 -0.5963 -0.2503
C 5.30017 3.34194 4.99354 1.0234 0.5788 -0.0711
C -5.00961 -0.68874 2.23694 0.5357 0.1170 -1.3053
H -2.26634 -1.34052 0.37148 0.7182 0.6268 0.0825
H 5.98344 6.38171 8.40111 0.0787 0.2103 -0.0551
O 6.23767 2.66308 5.34638 -0.2297 -0.5232 0.0002
H -5.84275 -7.12858 -0.04962 0.0792 0.0061 -0.0063
C 4.39488 2.91750 3.88655 0.3200 0.1431 -0.6678
O 0.57936 0.02465 0.51657 -0.7243 -0.2735 0.4958
H -5.94269 -1.14371 2.53255 -0.0631 0.0811 -0.0044
H -1.74621 -3.59010 -9.45096 -0.0577 0.0710 -0.2567
H -2.88087 3.09568 1.83819 -0.2728 0.3245 0.1307
H 1.83092 -1.18539 1.49390 -0.0073 -0.7592 0.6862
H 3.12912 7.45132 5.35288 -0.0571 -0.0039 0.0645
N -3.55002 1.17564 2.22513 -0.0612 0.0836 0.1821
H 0.12075 -1.78296 1.35309 0.2102 -0.4685 0.4593
C 1.12368 -1.31600 -4.61780 -0.7493 -1.3232 0.9540
C 0.73630 -1.77694 -3.33038 0.1554 0.5470 -0.3519
H -6.00753 -5.51087 1.61788 0.4317 -0.1158 0.3076
C -4.13824 -1.29304 1.30484 0.2742 -0.2383 0.9527
H 4.13482 7.86216 7.55755 0.5483 0.3270 -0.0581
C 3.62600 3.86934 3.21944 -1.2125 -0.8802 1.0799
H -6.76535 -6.19883 -1.26793 0.0054 -0.1412 -0.0637
C -0.61645 -1.13782 -7.98878 -0.2256 0.3504 1.6765
C 1.46267 -1.41599 -2.22069 0.8717 0.2660 0.5514
C 5.12181 4.69890 5.59914 -0.7352 -0.0441 0.5469
O 2.84933 6.08098 3.20199 -0.4314 0.1265 -0.0980
C 3.47334 5.23888 3.80524 0.4772 0.7635 0.0271
H -0.78129 -0.48331 -8.83195 0.3737 -0.0923 -0.1552
C -5.78798 -6.37003 -0.82292 0.0364 0.6922 0.1405
C -4.38510 -2.94832 -0.60613 0.7285 0.8298 0.2578
N -5.32569 -5.07211 -0.24018 0.8674 0.1872 -0.6717
C 3.87414 6.78680 5.76629 0.4127 -0.4914 -0.2282
C 2.76475 3.42738 2.19961 0.9495 1.1166 -0.2326
C 5.52138 6.21180 7.43883 -0.4246 -0.4685 -0.0520
C -4.92692 -3.62050 1.61450 -0.0280 0.2723 -0.6246
C -4.70977 0.60118 2.58685 -0.3079 0.0383 0.2051
C -0.47645 -2.86007 -5.84695 0.6435 -0.0246 -0.2904
H 1.21073 -1.62197 -1.18469 -0.4260 -0.0037 -0.0603
C 4.16324 5.59445 5.10641 -0.0023 -0.7041 -0.8178
C 3.57367 1.19713 2.36827 0.5167 0.5969 -0.8069
H 3.92883 0.29170 -3.54189 0.0300 -0.0465 -0.1563
H -0.15089 -3.69362 -5.23603 -0.7210 0.1007 0.4831
C 4.54729 7.06814 6.94677 -0.8850 0.0283 0.2023
C 5.78416 5.01444 6.78505 0.4667 0.4700 -0.0027
H -1.70869 1.09563 1.28188 0.2623 -0.3831 -0.1055
C -4.71721 -4.18724 -1.07339 -0.8507 0.4383 0.3727
C 3.02118 -0.29632 -3.52462 -0.2693 0.0188 -0.2800
H 6.52871 4.37417 7.23710 -0.1104 -0.3538 -0.3007
```
Forces are in eV/Å.

The calculation returns the following gap between HOMO and LUMO values, one per record and in order: 6.2, 3.8 eV.